{"formula": "C28H32N2O2", "method": "ωB97M-V with the def2-TZVPD basis set", "species": ["C", "C", "C", "H", "H", "C", "C", "N", "C", "H", "H", "C", "C", "C", "N", "C", "C", "C", "C", "C", "C", "H", "H", "H", "H", "H", "C", "H", "H", "H", "H", "H", "H", "C", "C", "O", "C", "C", "C", "C", "C", "C", "C", "C", "H", "H", "H", "H", "H", "C", "C", "O", "H", "H", "H", "H", "H", "H", "H", "H", "H", "H", "H", "H"], "coordinates": [[2.163, -5.217, -1.787], [1.279, -4.317, -0.932], [1.188, -2.909, -1.510], [2.184, -2.467, -1.551], [0.792, -2.954, -2.528], [0.294, -2.014, -0.639], [0.088, -0.682, -1.290], [-0.853, -0.572, -2.212], [-1.908, -1.485, -2.552], [-1.629, -2.514, -2.326], [-2.082, -1.400, -3.629], [-3.201, -1.117, -1.794], [-3.013, -1.299, -0.326], [-2.636, -0.363, 0.601], [-2.494, -0.972, 1.825], [-2.756, -2.306, 1.709], [-2.726, -3.322, 2.654], [-3.030, -4.598, 2.228], [-3.361, -4.859, 0.896], [-3.396, -3.854, -0.045], [-3.090, -2.554, 0.357], [-3.654, -4.068, -1.072], [-3.592, -5.873, 0.604], [-3.014, -5.414, 2.936], [-2.470, -3.120, 3.683], [-2.223, -0.500, 2.671], [-2.395, 1.098, 0.475], [-1.396, 1.347, 0.835], [-3.118, 1.660, 1.067], [-2.470, 1.419, -0.559], [-3.463, -0.082, -2.022], [-4.007, -1.762, -2.147], [-0.955, 0.393, -2.571], [0.870, 0.455, -0.970], [0.514, 1.743, -1.513], [-0.384, 1.922, -2.347], [1.272, 2.962, -1.038], [1.724, 2.813, 0.410], [2.395, 4.059, 0.928], [3.526, 4.580, 0.308], [4.136, 5.721, 0.794], [3.627, 6.363, 1.910], [2.502, 5.855, 2.535], [1.894, 4.713, 2.046], [1.015, 4.323, 2.540], [2.097, 6.349, 3.406], [4.104, 7.255, 2.289], [5.014, 6.112, 0.300], [3.938, 4.093, -0.564], [2.648, 1.605, 0.464], [2.030, 0.333, -0.095], [2.557, -0.729, 0.196], [2.969, 1.392, 1.486], [3.555, 1.801, -0.116], [0.842, 2.612, 1.032], [0.628, 3.834, -1.173], [2.140, 3.091, -1.691], [0.778, -1.890, 0.327], [-0.666, -2.504, -0.480], [1.687, -4.259, 0.078], [0.277, -4.750, -0.861], [3.170, -4.810, -1.847], [2.221, -6.215, -1.359], [1.766, -5.299, -2.796]], "nbo_charge": [-0.599, -0.391, -0.383, 0.226, 0.187, -0.486, 0.456, -0.548, -0.213, 0.208, 0.210, -0.421, -0.115, 0.196, -0.545, 0.199, -0.255, -0.215, -0.236, -0.202, -0.110, 0.208, 0.211, 0.213, 0.212, 0.410, -0.645, 0.219, 0.222, 0.238, 0.217, 0.221, 0.447, -0.464, 0.578, -0.651, -0.476, -0.237, -0.020, -0.165, -0.220, -0.219, -0.204, -0.207, 0.206, 0.212, 0.213, 0.212, 0.198, -0.490, 0.584, -0.610, 0.239, 0.226, 0.204, 0.237, 0.224, 0.260, 0.229, 0.202, 0.193, 0.204, 0.208, 0.198], "relative_energy_kcal_mol": 8.8, "orbital_gap_ha": 0.315, "energy_ha": -1346.2187}

---

{"formula": "C28H33Br2F3N5", "method": "ωB97M-V with the def2-TZVPD basis set", "species": ["F", "C", "F", "Br", "C", "F", "Br", "C", "C", "C", "C", "C", "N", "C", "H", "H", "H", "H", "H", "H", "H", "H", "H", "H", "H", "H", "H", "N", "C", "C", "C", "C", "C", "H", "H", "H", "H", "H", "N", "C", "C", "C", "C", "C", "H", "H", "H", "H", "H", "N", "C", "C", "C", "C", "C", "H", "H", "H", "H", "H", "N", "C", "C", "C", "C", "C", "H", "H", "H", "H", "H"], "coordinates": [[8.013, -0.419, -0.558], [6.787, -0.110, -1.178], [6.620, 1.260, -1.041], [7.024, -0.679, -3.071], [5.627, -0.993, -0.486], [6.270, -1.835, 0.470], [4.852, -2.195, -1.852], [4.545, -0.141, 0.307], [3.570, 0.702, -0.622], [2.028, 0.337, -0.501], [1.442, -0.820, -1.477], [1.374, -2.100, -0.545], [1.142, -1.671, 0.894], [1.429, -0.178, 0.878], [4.038, -0.853, 1.021], [5.135, 0.589, 0.955], [3.670, 1.796, -0.315], [3.834, 0.666, -1.728], [1.512, 1.315, -0.734], [0.420, -0.454, -1.785], [2.189, -0.791, -2.325], [0.811, -3.016, -0.886], [2.446, -2.478, -0.475], [1.864, -2.147, 1.461], [0.234, -1.949, 1.299], [1.829, 0.216, 1.859], [0.381, 0.260, 0.863], [-2.384, 1.287, -1.950], [-3.395, 0.602, -1.395], [-4.200, -0.285, -2.091], [-3.952, -0.475, -3.442], [-2.914, 0.223, -4.042], [-2.164, 1.084, -3.259], [-3.553, 0.786, -0.338], [-5.001, -0.812, -1.589], [-4.562, -1.159, -4.021], [-2.693, 0.100, -5.095], [-1.340, 1.649, -3.682], [1.088, 2.587, 1.593], [0.652, 3.392, 0.611], [0.366, 4.735, 0.784], [0.534, 5.285, 2.045], [0.981, 4.477, 3.080], [1.243, 3.145, 2.804], [0.531, 2.919, -0.358], [0.019, 5.337, -0.047], [0.320, 6.333, 2.221], [1.124, 4.872, 4.077], [1.599, 2.475, 3.580], [1.211, -4.503, 1.776], [2.212, -5.079, 1.087], [2.428, -6.445, 1.038], [1.564, -7.271, 1.742], [0.524, -6.704, 2.462], [0.390, -5.326, 2.447], [2.863, -4.393, 0.555], [3.249, -6.853, 0.464], [1.701, -8.346, 1.729], [-0.168, -7.318, 3.023], [-0.410, -4.837, 2.992], [-6.260, 1.711, -0.216], [-6.735, 2.472, -1.212], [-7.374, 3.686, -1.018], [-7.537, 4.141, 0.281], [-7.056, 3.372, 1.330], [-6.429, 2.174, 1.030], [-6.587, 2.072, -2.210], [-7.736, 4.260, -1.862], [-8.033, 5.085, 0.474], [-7.166, 3.696, 2.357], [-6.033, 1.540, 1.817]], "lowdin_charge": [-0.004, -0.752, 0.034, 0.715, -0.688, -0.051, 0.749, -0.141, -0.142, -0.257, -0.096, -0.128, 0.044, -0.117, 0.114, 0.141, 0.128, 0.119, 0.103, 0.113, 0.102, 0.142, 0.055, 0.139, 0.174, 0.129, 0.131, 0.043, -0.172, -0.082, -0.076, -0.077, -0.172, 0.091, 0.103, 0.108, 0.103, 0.098, 0.042, -0.139, -0.053, -0.062, -0.061, -0.139, 0.090, 0.110, 0.113, 0.108, 0.104, 0.032, -0.151, -0.052, -0.054, -0.054, -0.139, 0.087, 0.112, 0.116, 0.111, 0.106, 0.051, -0.149, -0.069, -0.076, -0.073, -0.154, 0.102, 0.104, 0.108, 0.103, 0.101], "total_charge": 1, "orbital_gap_ha": 0.330, "energy_ha": -6807.8460}

---

{"formula": "C28H33GeO7PSTi", "method": "ωB97M-V with the def2-TZVPD basis set", "species": ["Ti", "O", "S", "O", "O", "C", "C", "C", "C", "C", "C", "P", "C", "C", "C", "C", "C", "C", "C", "C", "C", "C", "C", "C", "H", "H", "H", "H", "H", "H", "H", "H", "H", "H", "H", "H", "H", "H", "O", "C", "O", "C", "O", "O", "C", "C", "C", "C", "Ge", "C", "C", "C", "C", "H", "H", "H", "H", "H", "H", "H", "H", "H", "H", "H", "H", "H", "H", "H", "H", "H", "H", "H"], "coordinates": [[-0.001, 0.217, 0.295], [0.878, 1.832, 1.141], [2.207, 1.164, 1.104], [3.294, 1.933, 0.615], [1.914, -0.105, 0.354], [2.562, 0.576, 2.738], [3.870, 0.641, 3.184], [4.207, 0.048, 4.389], [3.232, -0.609, 5.128], [1.922, -0.668, 4.678], [1.557, -0.068, 3.476], [-0.121, -0.202, 2.769], [-0.996, 1.269, 3.413], [-0.321, 2.377, 3.921], [-1.030, 3.508, 4.287], [-2.410, 3.538, 4.149], [-3.087, 2.433, 3.658], [-2.383, 1.299, 3.287], [-0.903, -1.557, 3.699], [-1.537, -1.359, 4.924], [-2.138, -2.426, 5.572], [-2.117, -3.693, 5.003], [-1.479, -3.898, 3.788], [-0.874, -2.834, 3.139], [4.603, 1.152, 2.572], [5.229, 0.082, 4.742], [3.499, -1.083, 6.063], [1.172, -1.185, 5.262], [0.756, 2.352, 4.033], [-0.501, 4.371, 4.671], [-2.958, 4.431, 4.421], [-4.161, 2.462, 3.536], [-2.909, 0.442, 2.889], [-1.566, -0.368, 5.359], [-2.634, -2.265, 6.520], [-2.600, -4.521, 5.505], [-1.465, -4.884, 3.341], [-0.376, -2.981, 2.188], [-3.087, 1.769, 0.333], [-2.169, 1.166, -0.143], [-1.781, -0.055, 0.243], [-1.239, 1.719, -1.257], [-1.491, 2.700, -1.888], [-0.168, 0.957, -1.358], [-3.225, -6.601, -0.017], [-3.086, -5.081, -0.017], [-1.652, -4.607, -0.252], [-1.568, -3.081, -0.280], [0.262, -2.228, -0.377], [1.757, -3.051, 0.717], [1.659, -4.536, 1.064], [1.778, -5.443, -0.156], [1.787, -6.922, 0.223], [-4.243, -6.892, 0.245], [-2.545, -7.058, 0.706], [-2.997, -7.017, -1.000], [-3.438, -4.683, 0.940], [-3.726, -4.657, -0.796], [-1.284, -5.014, -1.198], [-1.011, -5.009, 0.539], [-2.076, -2.659, 0.589], [-2.083, -2.689, -1.161], [0.702, -2.421, -1.859], [1.832, -2.455, 1.633], [2.669, -2.856, 0.149], [0.712, -4.742, 1.573], [2.459, -4.786, 1.771], [2.697, -5.195, -0.694], [0.943, -5.241, -0.832], [2.611, -7.135, 0.906], [1.903, -7.553, -0.658], [0.854, -7.199, 0.718]], "lowdin_charge": [0.719, -0.343, 0.566, -0.208, -0.439, -0.263, -0.035, -0.047, -0.048, -0.046, -0.306, 1.103, -0.347, -0.076, -0.066, -0.068, -0.060, -0.102, -0.334, -0.086, -0.067, -0.067, -0.059, -0.082, 0.120, 0.113, 0.113, 0.108, 0.105, 0.107, 0.107, 0.114, 0.118, 0.112, 0.108, 0.108, 0.108, 0.049, 0.159, -0.496, -0.179, -0.505, 0.172, -0.095, -0.115, -0.276, -0.301, -0.355, 0.941, -0.344, -0.301, -0.282, -0.107, 0.067, 0.065, 0.071, 0.103, 0.110, 0.109, 0.077, 0.041, 0.066, -0.033, 0.034, 0.065, 0.073, 0.112, 0.112, 0.081, 0.071, 0.069, 0.066], "relative_energy_kcal_mol": 33.3, "orbital_gap_ha": 0.285, "energy_ha": -5279.4566}